Entry 1:
DFT (ωB97M-V/def2-TZVPD) results for 11 unconnected molecules or ions with the total composition C44H121N11O11.

Output
LUMO   0.46 eV
F_max   2.1 eV/A
SMILES   COC[C@H](C)N.COC[C@H](C)N.COC[C@H](C)N.COC[C@H](C)N.COC[C@H](C)N.COC[C@H](C)N.COC[C@H](C)N.COC[C@H](C)N.COC[C@H](C)N.COC[C@H](C)N.COC[C@H](C)N
Energy relative to the best compared isomer or geometry (same formula, charge and spin)   138.5 kJ/mol
Spin multiplicity   1
E_tot   -86497.7988 eV
Orbital gap   9.24 eV

Last column: Löwdin charge in e.
Element x y z (Å)
1 C 2.66 4.58 -5.06  -0.0991
2 O 3.38 3.54 -5.68  -0.2103
3 C 3.51 3.67 -7.08  -0.2136
4 C 2.30 3.15 -7.84  -0.4492
5 C 1.86 1.79 -7.31  -0.0553
6 N 2.56 3.20 -9.28  0.0381
7 H 1.58 4.48 -5.25  0.0826
8 H 2.98 5.56 -5.44  0.0904
9 H 2.88 4.51 -4.00  0.0874
10 H 3.68 4.73 -7.29  0.1243
11 H 4.42 3.15 -7.39  0.1304
12 H 1.49 3.87 -7.64  0.1300
13 H 1.55 1.90 -6.26  0.0604
14 H 2.69 1.07 -7.33  0.0800
15 H 1.00 1.39 -7.84  0.0734
16 H 1.81 2.72 -9.75  0.0664
17 H 3.42 2.69 -9.48  0.0682
18 C -0.59 3.82 7.79  -0.0982
19 O -0.80 3.53 6.42  -0.1884
20 C -0.66 4.68 5.62  -0.2570
21 C -1.15 4.43 4.21  -0.4193
22 C -0.35 3.26 3.63  -0.0577
23 N -1.06 5.66 3.38  0.0460
24 H -0.60 2.88 8.33  0.0846
25 H -1.43 4.42 8.17  0.0893
26 H 0.34 4.38 7.91  0.0901
27 H -1.16 5.55 6.08  0.1247
28 H 0.40 4.98 5.54  0.1317
29 H -2.20 4.12 4.27  0.1401
30 H 0.68 3.21 3.98  0.0866
31 H -0.33 3.21 2.54  0.0671
32 H -0.89 2.36 3.94  0.0526
33 H -0.09 5.92 3.53  0.0778
34 H -1.58 6.35 3.92  0.0692
35 C 5.69 -0.70 -6.14  -0.1253
36 O 5.44 0.16 -5.06  -0.1913
37 C 4.96 -0.52 -3.92  -0.2270
38 C 5.05 0.39 -2.72  -0.4305
39 C 4.44 -0.23 -1.48  -0.0637
40 N 4.36 1.66 -2.94  0.0685
41 H 4.88 -1.43 -6.28  0.0866
42 H 6.67 -1.19 -6.04  0.0891
43 H 5.74 -0.11 -7.06  0.0823
44 H 3.96 -0.94 -4.11  0.1301
45 H 5.56 -1.44 -3.77  0.1272
46 H 6.11 0.62 -2.58  0.1398
47 H 5.03 -1.10 -1.16  0.0835
48 H 3.43 -0.56 -1.70  0.0505
49 H 4.38 0.51 -0.68  0.0834
50 H 3.37 1.53 -2.81  0.0334
51 H 4.51 2.04 -3.87  0.0559
52 C -1.69 -3.03 3.71  -0.1174
53 O -1.62 -3.68 2.46  -0.1906
54 C -2.16 -4.99 2.55  -0.2156
55 C -2.11 -5.63 1.19  -0.4351
56 C -3.10 -4.97 0.23  -0.0519
57 N -2.44 -7.07 1.29  0.0379
58 H -2.68 -2.56 3.81  0.0814
59 H -0.98 -2.21 3.78  0.0576
60 H -1.55 -3.65 4.60  0.0864
61 H -1.65 -5.57 3.33  0.1198
62 H -3.23 -4.90 2.79  0.1353
63 H -1.11 -5.55 0.75  0.1200
64 H -2.78 -3.94 0.06  0.0682
65 H -4.10 -4.95 0.64  0.0752
66 H -3.09 -5.47 -0.74  0.0690
67 H -1.86 -7.52 1.98  0.0597
68 H -2.23 -7.51 0.40  0.0627
69 C -3.35 4.57 -6.81  -0.1123
70 O -3.02 3.90 -5.62  -0.1863
71 C -2.32 2.70 -5.84  -0.2194
72 C -2.36 1.87 -4.56  -0.4536
73 C -1.51 0.63 -4.70  -0.0645
74 N -3.71 1.51 -4.12  0.0428
75 H -3.58 3.90 -7.65  0.0841
76 H -2.46 5.09 -7.20  0.0890
77 H -4.15 5.27 -6.59  0.0876
78 H -2.82 2.12 -6.62  0.1313
79 H -1.27 2.91 -6.10  0.1235
80 H -1.98 2.50 -3.74  0.1230
81 H -1.35 0.03 -3.80  0.0760
82 H -0.66 0.77 -5.37  0.0660
83 H -2.11 -0.07 -5.32  0.0803
84 H -4.07 0.78 -4.74  0.0669
85 H -4.34 2.28 -4.32  0.0673
86 C 1.83 -1.66 9.45  -0.1000
87 O 0.98 -1.74 8.33  -0.2034
88 C 1.45 -1.03 7.22  -0.2260
89 C 0.46 -1.11 6.07  -0.4415
90 C 0.70 -0.03 5.06  -0.0721
91 N -0.96 -1.17 6.49  0.0644
92 H 1.94 -0.62 9.76  0.0883
93 H 2.82 -2.06 9.20  0.0895
94 H 1.41 -2.29 10.24  0.0880
95 H 1.64 0.02 7.50  0.1276
96 H 2.43 -1.40 6.88  0.1307
97 H 0.62 -2.06 5.55  0.1178
98 H 0.00 -0.17 4.23  0.0454
99 H 1.72 0.02 4.68  0.0871
100 H 0.50 0.96 5.49  0.0690
101 H -1.23 -0.27 6.88  0.0753
102 H -0.91 -1.75 7.32  0.0639
103 C 0.74 -6.36 -1.70  -0.1055
104 O 0.25 -5.05 -1.82  -0.2158
105 C 0.42 -4.41 -3.06  -0.2131
106 C -0.18 -5.17 -4.23  -0.4378
107 C -0.30 -4.34 -5.50  -0.0686
108 N -1.55 -5.63 -3.88  0.0502
109 H 1.83 -6.38 -1.78  0.0952
110 H 0.38 -7.05 -2.48  0.0845
111 H 0.39 -6.73 -0.74  0.0789
112 H 0.02 -3.40 -2.97  0.1205
113 H 1.50 -4.22 -3.22  0.1302
114 H 0.42 -6.05 -4.45  0.1249
115 H 0.69 -4.02 -5.85  0.0798
116 H -0.81 -3.39 -5.33  0.0739
117 H -0.81 -4.94 -6.25  0.0808
118 H -1.57 -5.78 -2.88  0.0424
119 H -2.19 -4.87 -4.08  0.0669
120 C 0.93 2.16 -2.14  -0.0988
121 O 1.31 0.93 -1.58  -0.1856
122 C 0.56 0.63 -0.43  -0.2118
123 C 1.22 -0.49 0.33  -0.4160
124 C 1.08 -1.85 -0.36  -0.0507
125 N 0.70 -0.60 1.71  0.0648
126 H 1.50 2.37 -3.05  0.0745
127 H 1.11 2.96 -1.42  0.0799
128 H -0.12 2.18 -2.47  0.0779
129 H 0.47 1.48 0.26  0.1238
130 H -0.46 0.32 -0.71  0.1258
131 H 2.29 -0.30 0.42  0.1279
132 H 1.46 -2.65 0.26  0.0676
133 H 1.57 -1.89 -1.33  0.0668
134 H 0.01 -2.06 -0.46  0.0844
135 H 1.35 -1.22 2.20  0.0683
136 H -0.15 -1.17 1.65  0.0613
137 C -0.65 5.29 -0.19  -0.1034
138 O -0.20 6.60 -0.46  -0.1875
139 C -1.15 7.57 -0.11  -0.2293
140 C -0.65 8.96 -0.52  -0.4428
141 C -1.79 9.96 -0.35  -0.0775
142 N -0.16 8.97 -1.90  0.0474
143 H -0.06 4.58 -0.76  0.0600
144 H -1.72 5.16 -0.36  0.0935
145 H -0.54 5.06 0.88  0.0581
146 H -2.09 7.40 -0.65  0.1299
147 H -1.30 7.57 0.98  0.1203
148 H 0.12 9.26 0.20  0.1338
149 H -2.22 9.80 0.65  0.0775
150 H -2.62 9.79 -1.04  0.0777
151 H -1.42 10.98 -0.41  0.0775
152 H -0.95 9.16 -2.51  0.0623
153 H 0.21 8.05 -2.13  0.0597
154 C -2.64 0.74 2.00  -0.0871
155 O -3.28 -0.44 2.44  -0.1973
156 C -4.11 -1.05 1.50  -0.2256
157 C -5.41 -1.49 2.15  -0.4241
158 C -6.33 -2.24 1.21  -0.0641
159 N -6.13 -0.29 2.70  0.0424
160 H -2.20 0.54 1.01  0.0787
161 H -1.77 0.95 2.62  0.0551
162 H -3.32 1.59 2.00  0.0925
163 H -4.42 -0.34 0.71  0.1356
164 H -3.62 -1.89 0.99  0.1140
165 H -5.21 -2.04 3.07  0.1320
166 H -5.78 -3.01 0.67  0.0612
167 H -6.79 -1.51 0.54  0.0796
168 H -7.14 -2.70 1.76  0.0755
169 H -6.10 -0.29 3.71  0.0633
170 H -5.66 0.56 2.41  0.0544
171 C 2.19 -4.66 2.66  -0.0951
172 O 2.86 -4.68 3.92  -0.1842
173 C 2.07 -5.10 5.02  -0.2164
174 C 2.46 -6.51 5.44  -0.4367
175 C 2.05 -7.54 4.37  -0.0605
176 N 1.89 -6.80 6.76  0.0364
177 H 1.29 -4.03 2.68  0.0757
178 H 1.98 -5.68 2.35  0.0745
179 H 2.86 -4.12 1.99  0.0853
180 H 2.33 -4.43 5.84  0.1228
181 H 1.00 -5.08 4.79  0.1185
182 H 3.55 -6.52 5.49  0.1379
183 H 1.95 -8.53 4.82  0.0695
184 H 2.76 -7.52 3.54  0.0742
185 H 1.04 -7.30 4.01  0.0689
186 H 2.06 -7.77 6.98  0.0640
187 H 0.89 -6.63 6.75  0.0703

---

Entry 2:
DFT (ωB97M-V/def2-TZVPD) results for 11 unconnected molecules or ions with the total composition C44H121N11O11.

Output
LUMO   0.51 eV
F_max   3.2 eV/A
SMILES   COC[C@H](C)N.COC[C@H](C)N.COC[C@H](C)N.COC[C@H](C)N.COC[C@H](C)N.COC[C@H](C)N.COC[C@H](C)N.COC[C@H](C)N.COC[C@H](C)N.COC[C@H](C)N.COC[C@H](C)N
Energy relative to the best compared isomer or geometry (same formula, charge and spin)   701.2 kJ/mol
Spin multiplicity   1
E_tot   -86491.9672 eV
Orbital gap   8.85 eV

Last column: Löwdin charge in e.
Element x y z (Å)
1 C -10.88 8.48 16.63  -0.1124
2 O -11.54 9.70 16.39  -0.2077
3 C -12.97 9.40 16.32  -0.1575
4 C -13.89 10.61 15.95  -0.4490
5 C -15.35 10.21 15.99  -0.0491
6 N -13.53 11.06 14.64  0.0571
7 H -11.23 8.01 17.55  0.0868
8 H -9.82 8.75 16.67  0.0919
9 H -10.99 7.77 15.80  0.0825
10 H -13.20 8.60 15.62  0.1173
11 H -13.28 8.94 17.26  0.1172
12 H -13.71 11.40 16.68  0.1270
13 H -15.91 11.10 15.71  0.0765
14 H -15.71 9.89 16.96  0.0827
15 H -15.53 9.47 15.20  0.0795
16 H -12.52 11.12 14.65  0.0228
17 H -13.77 10.31 14.02  0.0705
18 C -12.91 16.02 22.33  -0.0821
19 O -13.13 15.58 20.96  -0.2387
20 C -12.89 14.24 20.53  -0.1140
21 C -14.35 13.37 20.54  -0.3983
22 C -14.13 11.91 20.82  -0.0829
23 N -15.08 13.51 19.33  0.0304
24 H -13.71 15.54 22.90  0.0763
25 H -13.06 17.09 22.25  0.0902
26 H -11.99 15.74 22.84  0.0718
27 H -12.25 14.25 19.65  0.1029
28 H -12.28 13.72 21.28  0.0984
29 H -14.93 13.83 21.33  0.1259
30 H -13.88 11.66 21.85  0.0788
31 H -13.40 11.39 20.21  0.0714
32 H -14.98 11.29 20.55  0.0686
33 H -15.94 12.99 19.24  0.0782
34 H -15.34 14.49 19.30  0.0550
35 C -6.25 12.80 13.82  -0.0803
36 O -5.36 11.76 13.46  -0.1871
37 C -4.11 12.19 13.05  -0.2123
38 C -3.06 11.10 12.70  -0.4355
39 C -1.95 11.52 11.75  -0.0777
40 N -3.70 10.02 12.01  0.0243
41 H -7.20 12.32 14.07  0.0832
42 H -6.51 13.49 13.02  0.0710
43 H -5.87 13.48 14.59  0.0867
44 H -4.41 12.68 12.13  0.1198
45 H -3.71 13.00 13.65  0.1269
46 H -2.63 10.70 13.62  0.1286
47 H -2.35 11.99 10.85  0.0774
48 H -1.41 10.70 11.28  0.0718
49 H -1.17 12.17 12.15  0.0728
50 H -3.14 9.17 11.99  0.0766
51 H -4.47 9.82 12.63  0.0634
52 C -18.03 16.62 18.34  -0.1125
53 O -17.29 15.44 18.19  -0.2217
54 C -17.07 15.03 16.81  -0.1679
55 C -16.01 15.98 16.20  -0.3952
56 C -16.03 15.87 14.62  -0.0284
57 N -14.70 15.59 16.69  0.0423
58 H -18.62 16.41 19.23  0.0864
59 H -18.67 16.76 17.48  0.0938
60 H -17.44 17.49 18.65  0.0861
61 H -16.94 13.95 16.85  0.1203
62 H -18.00 15.04 16.24  0.1122
63 H -16.21 16.98 16.56  0.1203
64 H -15.90 14.83 14.29  0.0759
65 H -15.12 16.37 14.29  0.0743
66 H -16.94 16.28 14.19  0.0762
67 H -14.39 15.02 15.91  0.0519
68 H -14.96 14.97 17.44  0.0418
69 C -6.95 18.26 24.79  -0.1271
70 O -8.13 18.15 24.04  -0.2104
71 C -8.06 17.14 23.05  -0.1995
72 C -9.20 17.49 22.05  -0.3864
73 C -9.58 16.23 21.16  -0.0402
74 N -8.66 18.61 21.27  0.0329
75 H -6.62 17.36 25.31  0.0850
76 H -7.04 19.06 25.52  0.0895
77 H -6.18 18.52 24.06  0.0858
78 H -7.07 17.02 22.59  0.1256
79 H -8.21 16.27 23.69  0.1190
80 H -10.10 17.88 22.52  0.1241
81 H -8.79 15.91 20.48  0.0658
82 H -10.38 16.64 20.54  0.0621
83 H -9.90 15.38 21.77  0.0538
84 H -9.48 19.04 20.87  0.0709
85 H -8.17 19.21 21.92  0.0656
86 C -12.48 13.21 11.61  -0.0775
87 O -11.97 13.33 10.26  -0.2233
88 C -12.89 13.98 9.34  -0.1874
89 C -12.88 15.49 9.35  -0.4033
90 C -14.25 16.11 8.85  -0.0605
91 N -11.77 16.02 8.53  0.0461
92 H -11.82 12.71 12.31  0.0635
93 H -13.31 12.52 11.74  0.0692
94 H -12.89 14.17 11.92  0.0817
95 H -12.64 13.55 8.37  0.1285
96 H -13.87 13.50 9.35  0.1191
97 H -12.84 15.92 10.36  0.1121
98 H -14.27 17.13 8.47  0.0667
99 H -15.01 16.23 9.63  0.0613
100 H -14.80 15.52 8.12  0.0642
101 H -10.89 15.53 8.59  0.0237
102 H -11.61 16.91 8.97  0.0646
103 C -7.88 14.71 17.00  -0.1031
104 O -8.76 13.65 16.80  -0.2151
105 C -10.07 14.14 16.57  -0.1761
106 C -11.02 12.94 16.07  -0.3814
107 C -10.37 12.09 14.98  -0.0493
108 N -12.30 13.51 15.71  0.0722
109 H -7.74 15.12 16.00  0.0864
110 H -6.98 14.47 17.57  0.0916
111 H -8.34 15.41 17.69  0.0815
112 H -10.52 14.55 17.47  0.1033
113 H -10.09 14.84 15.72  0.0927
114 H -11.18 12.33 16.95  0.0974
115 H -10.22 12.60 14.03  0.0696
116 H -11.00 11.22 14.80  0.0255
117 H -9.40 11.70 15.27  0.0799
118 H -12.91 12.73 15.51  0.0144
119 H -12.73 14.13 16.38  0.0424
120 C -10.01 20.57 15.08  -0.0664
121 O -10.57 19.60 16.01  -0.2444
122 C -11.96 19.52 16.02  -0.2035
123 C -12.31 18.37 17.09  -0.3429
124 C -11.71 17.01 16.66  -0.0738
125 N -13.77 18.28 17.05  0.0265
126 H -10.26 21.59 15.36  0.0780
127 H -10.52 20.29 14.15  0.0783
128 H -8.92 20.47 15.03  0.0844
129 H -12.23 20.48 16.47  0.1132
130 H -12.31 19.37 14.99  0.1175
131 H -11.95 18.55 18.10  0.1284
132 H -10.71 17.00 16.22  0.0553
133 H -12.20 16.44 15.87  0.0562
134 H -11.74 16.34 17.52  0.0583
135 H -14.17 18.43 17.97  0.0624
136 H -14.15 17.38 16.80  -0.0053
137 C -9.56 11.76 19.21  -0.0738
138 O -9.38 12.10 20.60  -0.2064
139 C -8.08 11.85 21.22  -0.1851
140 C -8.10 12.33 22.67  -0.4243
141 C -6.78 12.26 23.44  -0.0619
142 N -9.12 11.47 23.33  0.0280
143 H -10.45 12.23 18.78  0.0616
144 H -9.76 10.70 19.05  0.0794
145 H -8.69 11.99 18.59  0.0827
146 H -7.72 10.85 21.00  0.1297
147 H -7.34 12.56 20.84  0.1148
148 H -8.49 13.34 22.74  0.1249
149 H -6.27 11.30 23.38  0.0802
150 H -6.90 12.67 24.45  0.0771
151 H -6.10 13.04 23.10  0.0673
152 H -9.90 11.67 22.72  0.0451
153 H -8.94 10.51 23.10  0.0630
154 C -9.60 16.29 13.34  -0.1158
155 O -9.03 16.63 12.10  -0.1855
156 C -9.53 15.89 10.96  -0.1667
157 C -8.73 14.62 10.55  -0.3767
158 C -7.24 14.99 10.21  -0.0595
159 N -9.25 14.13 9.27  0.0190
160 H -9.29 15.27 13.57  0.0637
161 H -10.69 16.25 13.28  0.0903
162 H -9.10 16.77 14.18  0.0873
163 H -10.59 15.71 11.12  0.0954
164 H -9.48 16.60 10.13  0.1184
165 H -8.72 13.77 11.23  0.1251
166 H -7.18 15.78 9.46  0.0811
167 H -6.74 14.06 9.93  0.0670
168 H -6.62 15.28 11.05  0.0604
169 H -8.72 13.41 8.81  0.0767
170 H -10.09 13.59 9.40  0.0430
171 C -10.20 8.77 12.74  -0.0834
172 O -11.46 8.13 12.51  -0.2193
173 C -12.26 8.73 11.47  -0.1617
174 C -13.71 8.23 11.72  -0.4842
175 C -13.92 6.87 11.20  -0.0659
176 N -14.58 9.24 11.24  0.0411
177 H -10.28 9.85 12.91  0.0712
178 H -9.69 8.58 11.79  0.0859
179 H -9.63 8.32 13.56  0.0844
180 H -12.15 9.81 11.57  0.1034
181 H -11.77 8.55 10.51  0.1257
182 H -13.86 8.22 12.81  0.1220
183 H -14.98 6.69 11.37  0.0797
184 H -13.24 6.07 11.53  0.0906
185 H -13.85 6.81 10.12  0.0830
186 H -15.48 8.81 11.07  0.0710
187 H -14.33 9.47 10.29  0.0785